--- one ---
Molecular formula: C66H198N33O11P11
Method: DFT, wB97M-V/def2-TZVPD

Computed properties:
Molecular weight (g/mol): 1971.24
SMILES: CN(C)P(=O)(N(C)C)N(C)C.CN(C)P(=O)(N(C)C)N(C)C.CN(C)P(=O)(N(C)C)N(C)C.CN(C)P(=O)(N(C)C)N(C)C.CN(C)P(=O)(N(C)C)N(C)C.CN(C)P(=O)(N(C)C)N(C)C.CN(C)P(=O)(N(C)C)N(C)C.CN(C)P(=O)(N(C)C)N(C)C.CN(C)P(=O)(N(C)C)N(C)C.CN(C)P(=O)(N(C)C)N(C)C.CN(C)P(=O)(N(C)C)N(C)C
Kohn-Sham gap (eV): 7.95

Cartesian coordinates (Å):
O  4.47093  -5.67436  -6.20974
P  4.43913  -4.24471  -6.53748
N  4.07413  -3.30149  -5.25310
C  5.01291  -3.47740  -4.14818
C  2.65005  -3.09820  -4.89693
N  3.38798  -3.88558  -7.84583
C  2.18688  -4.50455  -8.08632
C  3.71638  -2.84296  -8.89405
N  5.91987  -3.56240  -7.07198
C  6.13182  -2.15368  -6.92905
C  6.90749  -4.25492  -7.83377
H  6.00675  -3.79252  -4.46614
H  4.73654  -4.25958  -3.44113
H  5.24448  -2.56032  -3.60648
H  2.45874  -2.35927  -4.11880
H  2.24285  -4.07446  -4.63387
H  2.00845  -2.78490  -5.72051
H  2.20203  -4.89380  -9.10433
H  1.82040  -5.17635  -7.31014
H  1.45910  -3.71786  -8.28518
H  4.12410  -1.91367  -8.49618
H  4.50901  -3.21576  -9.54278
H  2.94135  -2.57990  -9.61393
H  5.25440  -1.71079  -6.45778
H  7.06159  -1.87587  -6.43260
H  6.19513  -1.62764  -7.88161
H  6.55493  -4.31365  -8.86350
H  7.15794  -5.24988  -7.46576
H  7.76617  -3.63658  -8.09537
O  0.74544  2.83300  -8.06201
P  1.49825  2.17192  -7.02004
N  1.53901  2.93463  -5.43867
C  1.41294  4.39613  -5.36703
C  2.04373  2.21894  -4.34112
N  3.12847  2.12085  -7.51513
C  4.16069  1.39001  -6.86128
C  3.52276  3.22260  -8.34819
N  0.85726  0.66511  -6.64360
C  1.06498  -0.42237  -7.69093
C  -0.51582  0.72965  -6.10436
H  2.42316  4.68994  -5.65203
H  1.26988  4.70505  -4.33156
H  0.63302  4.75980  -6.03604
H  3.12137  2.05523  -4.34383
H  1.73691  1.17479  -4.40204
H  1.96304  2.80766  -3.42734
H  5.00229  1.13453  -7.50514
H  4.59928  1.93762  -6.02710
H  3.93349  0.39127  -6.48845
H  2.82233  3.44098  -9.15430
H  3.68026  4.13723  -7.77657
H  4.46708  3.11210  -8.88124
H  0.96715  -0.13363  -8.73742
H  2.06298  -0.85373  -7.61334
H  0.44408  -1.30247  -7.52363
H  -0.81172  -0.11388  -5.48065
H  -1.19466  1.21360  -6.80655
H  -0.62451  1.48103  -5.32224
O  3.78161  7.84862  -2.06090
P  4.08104  8.84296  -1.02363
N  3.58812  10.33883  -1.50552
C  3.54354  11.49746  -0.61896
C  3.64829  10.67328  -2.89820
N  5.68934  8.82113  -0.56441
C  6.57813  7.61007  -0.77820
C  6.35380  9.80304  0.37538
N  3.23400  8.46181  0.43670
C  2.32145  7.24209  0.37623
C  3.29492  9.07907  1.64894
H  3.06203  12.34214  -1.11166
H  4.59156  11.74266  -0.44680
H  3.15470  11.28291  0.37646
H  2.69390  10.41932  -3.35942
H  4.49843  10.13861  -3.32187
H  3.79675  11.75289  -2.92089
H  6.55025  7.42483  -1.85198
H  7.62022  7.65104  -0.46121
H  6.30427  6.61762  -0.42022
H  6.72274  9.24357  1.23502
H  7.10493  10.30909  -0.23109
H  5.68152  10.53859  0.81710
H  1.45287  7.41345  -0.25962
H  2.80757  6.35935  -0.03917
H  2.05905  6.93284  1.38797
H  3.33036  8.52426  2.58651
H  2.41526  9.70737  1.78869
H  4.14313  9.75681  1.74546
O  7.99030  -1.59761  5.30126
P  7.32662  -1.02588  6.45648
N  7.40341  -2.12682  7.71837
C  7.39185  -3.58222  7.50245
C  7.03505  -1.74027  9.11153
N  5.63581  -0.62787  6.18975
C  4.85485  0.23235  7.09031
C  4.87361  -1.24617  5.15424
N  8.00751  0.37467  6.89515
C  9.29806  0.40742  7.66895
C  7.89053  1.50260  6.04638
H  6.77170  -4.16469  8.18381
H  8.41963  -3.92958  7.39701
H  6.83069  -3.84111  6.60458
H  7.72142  -1.24072  9.79523
H  6.69109  -2.66763  9.56956
H  6.25034  -0.99204  8.99979
H  4.02508  -0.23719  7.61862
H  5.61800  0.59127  7.78088
H  4.38299  1.00578  6.48430
H  5.20377  -0.95754  4.15635
H  4.84505  -2.33547  5.12775
H  3.80017  -1.08942  5.26041
H  9.33338  -0.38383  8.41779
H  10.11299  0.06304  7.03225
H  9.50960  1.33482  8.20119
H  6.98267  1.32092  5.47116
H  8.69992  1.65150  5.33167
H  7.69362  2.46218  6.52443
O  -5.66498  -0.82343  -10.35980
P  -4.58817  -1.74245  -10.13621
N  -3.08210  -1.15725  -10.78449
C  -1.89603  -0.78722  -9.96332
C  -2.92297  -0.91043  -12.29986
N  -4.66479  -3.30248  -10.82721
C  -5.64376  -3.46678  -11.92422
C  -3.48092  -4.13583  -10.99519
N  -4.37855  -1.92693  -8.49999
C  -4.04718  -3.14578  -7.79967
C  -4.61025  -0.85713  -7.58931
H  -2.11830  -1.14665  -8.95857
H  -1.87003  0.30234  -9.98015
H  -1.05311  -1.16403  -10.54263
H  -3.46955  -1.57822  -12.96575
H  -1.93786  -1.30490  -12.54897
H  -3.13087  0.14251  -12.49011
H  -6.07026  -2.49529  -12.17406
H  -5.09321  -3.60493  -12.85477
H  -6.44942  -4.19508  -11.83163
H  -3.21937  -4.01477  -12.04640
H  -2.65371  -3.79445  -10.37288
H  -3.56807  -5.17526  -10.67882
H  -4.03589  -4.04788  -8.41139
H  -3.12836  -3.00344  -7.23080
H  -4.88971  -3.30805  -7.12744
H  -5.67206  -0.81242  -7.34710
H  -4.05966  0.08079  -7.66167
H  -4.23823  -1.33346  -6.68221
O  -3.78956  -4.34134  0.55494
P  -3.61351  -5.66708  -0.13291
N  -4.89231  -6.07796  -1.24677
C  -5.15654  -7.50911  -1.65508
C  -5.85153  -5.16682  -1.90839
N  -3.43002  -6.92504  1.00321
C  -2.03712  -7.36005  1.39681
C  -4.58281  -7.46350  1.79024
N  -2.30439  -5.72606  -1.33125
C  -2.02139  -6.92014  -2.19275
C  -1.40277  -4.58918  -1.62173
H  -4.41533  -8.18953  -1.23587
H  -5.04898  -7.67154  -2.72752
H  -6.03474  -7.96586  -1.19873
H  -5.92766  -4.23809  -1.34290
H  -6.81982  -5.66729  -1.90238
H  -5.50356  -4.84419  -2.88968
H  -1.30914  -7.02150  0.65957
H  -1.83083  -6.91571  2.37053
H  -1.94902  -8.44642  1.38511
H  -5.45020  -6.85160  1.54260
H  -4.65147  -8.53946  1.62996
H  -4.27204  -7.31615  2.82456
H  -1.73430  -6.71742  -3.22454
H  -1.21816  -7.46846  -1.70054
H  -2.94997  -7.46550  -2.36132
H  -0.72809  -4.57389  -2.47769
H  -0.91583  -4.25214  -0.70663
H  -2.00637  -3.70991  -1.84679
O  3.18485  -0.71439  10.28346
P  2.12278  -1.81492  10.30064
N  1.11521  -2.01595  8.84969
C  0.11006  -3.03377  8.78686
C  1.23804  -1.08478  7.71319
N  1.11803  -1.61727  11.64033
C  1.54562  -1.03180  12.92197
C  -0.17006  -2.44735  11.81360
N  2.84817  -3.40971  10.35854
C  3.49561  -3.93473  9.13650
C  3.55670  -3.87373  11.59369
H  -0.07159  -3.07942  7.71308
H  -0.82509  -2.63717  9.18224
H  0.26949  -4.02479  9.21179
H  0.31133  -0.53805  7.53885
H  1.53222  -1.65178  6.82997
H  1.97122  -0.32624  7.98735
H  2.23015  -0.19702  12.77147
H  0.75638  -0.61659  13.54871
H  1.99459  -1.82766  13.51623
H  -0.35959  -2.71195  12.85388
H  -1.06783  -1.94854  11.44850
H  -0.16670  -3.40392  11.29105
H  3.27318  -3.64587  8.10927
H  4.48869  -3.48793  9.08904
H  3.28258  -5.00138  9.06591
H  3.30158  -3.31657  12.49513
H  4.62473  -3.73543  11.42553
H  3.39280  -4.92534  11.82894
O  -10.11012  -3.05363  4.27685
P  -9.35521  -2.41427  3.15367
N  -9.35004  -0.68456  3.06169
C  -9.03933  0.21320  4.28323
C  -9.24795  0.07073  1.79294
N  -9.91310  -2.71658  1.58320
C  -11.38297  -2.81497  1.25214
C  -8.93045  -2.91839  0.40742
N  -7.62879  -2.81241  3.13395
C  -6.61690  -1.75727  3.43557
C  -7.20132  -4.08752  3.30826
H  -9.03829  -0.23273  5.27784
H  -9.70598  1.07549  4.29425
H  -8.04199  0.59328  4.06195
H  -9.99013  -0.25104  1.06237
H  -8.23790  -0.03034  1.39585
H  -9.51177  1.09691  2.04882
H  -11.63362  -1.86319  0.78376
H  -11.62316  -3.54047  0.47493
H  -11.93074  -2.96537  2.18242
H  -8.15862  -2.14872  0.40642
H  -8.56798  -3.94635  0.41103
H  -9.54970  -2.80841  -0.48282
H  -6.83963  -0.89224  2.81090
H  -6.87207  -1.46532  4.45427
H  -5.55931  -2.02090  3.42530
H  -7.77033  -4.76249  2.66894
H  -7.21573  -4.38460  4.35690
H  -6.16584  -4.21217  2.99150
O  6.06665  1.49907  2.06741
P  5.01051  1.69892  1.05664
N  4.59705  0.44265  -0.04990
C  3.52925  -0.51191  0.32564
C  5.68396  -0.15190  -0.89297
N  5.51395  2.95416  -0.01701
C  4.68185  3.45724  -1.19652
C  6.48913  4.01613  0.50768
N  3.50674  2.20788  1.63463
C  2.41667  2.76410  0.89301
C  3.22312  1.93851  3.03787
H  3.22711  -1.28343  -0.38257
H  2.67125  0.07998  0.64440
H  3.95695  -0.93901  1.23270
H  5.44430  -0.37251  -1.93316
H  6.03657  -1.13824  -0.59147
H  6.58539  0.46028  -0.92067
H  5.10072  4.37060  -1.61892
H  4.44917  2.60457  -1.83442
H  3.72038  3.83604  -0.84981
H  5.95443  4.96554  0.53617
H  6.94176  3.83043  1.48171
H  7.19705  4.14351  -0.31130
H  1.42412  2.64884  1.32851
H  2.36562  3.85231  0.92874
H  2.41848  2.40842  -0.13732
H  2.24046  2.34470  3.27765
H  3.85745  2.35527  3.82020
H  3.21412  0.85508  3.15702
O  -5.43820  1.24124  4.10149
P  -5.40176  2.74292  3.94620
N  -3.90863  3.43832  4.21349
C  -2.67600  2.65903  4.40691
C  -3.66184  4.96785  4.23632
N  -6.33084  3.46179  5.23663
C  -7.75415  4.02306  5.17413
C  -5.87735  3.25750  6.55144
N  -6.03602  3.36772  2.42038
C  -6.31786  4.81355  2.14694
C  -6.60471  2.51782  1.35467
H  -1.74935  3.20664  4.23505
H  -2.71927  1.75936  3.79306
H  -2.52331  2.15592  5.36172
H  -2.70380  5.30995  4.62777
H  -4.49372  5.59690  4.55311
H  -3.82540  5.26527  3.20051
H  -7.67162  4.97133  5.70525
H  -8.00072  4.19946  4.12714
H  -8.43774  3.39936  5.75014
H  -5.36451  4.15240  6.90393
H  -6.66124  2.98619  7.25855
H  -5.11935  2.48673  6.69090
H  -5.60175  5.30884  1.49122
H  -7.32545  4.96998  1.76172
H  -6.34004  5.23112  3.15354
H  -7.62069  2.27127  1.66303
H  -6.05248  1.58021  1.29115
H  -6.82964  3.04027  0.42485
O  -0.23494  0.21196  -1.44995
P  -1.36469  0.38846  -0.49428
N  -2.82917  -0.32447  -1.02207
C  -2.94387  -0.62740  -2.40336
C  -4.12058  -0.54281  -0.17941
N  -1.88348  1.91570  -0.11313
C  -1.14671  3.14641  -0.43604
C  -2.96883  2.22792  0.69812
N  -0.96772  -0.17096  1.18043
C  0.09027  0.44510  2.03488
C  -1.34379  -1.54890  1.52647
H  -3.17799  -1.68465  -2.52795
H  -1.99161  -0.30146  -2.82174
H  -3.70256  0.08771  -2.72134
H  -4.60761  -1.48673  -0.42421
H  -4.86850  0.16710  -0.53260
H  -4.05338  -0.70389  0.89652
H  -1.13895  3.90289  0.34867
H  -0.10236  2.92810  -0.65911
H  -1.56717  3.59163  -1.33776
H  -2.87279  3.19264  1.19631
H  -3.82339  2.16917  0.02405
H  -3.16943  1.41378  1.39456
H  -0.16839  0.39856  3.09273
H  1.03646  0.10055  1.61761
H  0.10370  1.46143  1.64119
H  -1.21971  -2.19031  0.65394
H  -2.42560  -1.53574  1.65917
H  -0.74172  -1.94252  2.34542



--- two ---
Molecular formula: C66H198N33O11P11
Method: DFT, wB97M-V/def2-TZVPD

Computed properties:
Molecular weight (g/mol): 1971.24
SMILES: CN(C)P(=O)(N(C)C)N(C)C.CN(C)P(=O)(N(C)C)N(C)C.CN(C)P(=O)(N(C)C)N(C)C.CN(C)P(=O)(N(C)C)N(C)C.CN(C)P(=O)(N(C)C)N(C)C.CN(C)P(=O)(N(C)C)N(C)C.CN(C)P(=O)(N(C)C)N(C)C.CN(C)P(=O)(N(C)C)N(C)C.CN(C)P(=O)(N(C)C)N(C)C.CN(C)P(=O)(N(C)C)N(C)C.CN(C)P(=O)(N(C)C)N(C)C
Kohn-Sham gap (eV): 8.20

Cartesian coordinates (Å):
O  -18.19040  -7.33153  38.31375
P  -19.06740  -7.06541  37.16457
N  -20.29463  -8.31991  36.83888
C  -20.92897  -8.41684  35.47373
C  -21.15699  -8.70995  37.92375
N  -18.32735  -6.71134  35.61282
C  -17.77994  -7.75235  34.69823
C  -17.55384  -5.51632  35.56825
N  -19.95049  -5.57507  37.30472
C  -21.00678  -5.20562  36.29543
C  -20.10550  -4.90850  38.62454
H  -20.67208  -7.58750  34.81471
H  -22.00452  -8.45921  35.64543
H  -20.64430  -9.36151  35.01042
H  -20.55115  -8.78639  38.82664
H  -21.70225  -9.64218  37.77632
H  -21.93363  -7.98336  38.16251
H  -18.47823  -8.58868  34.66593
H  -17.51124  -7.36037  33.71728
H  -16.83611  -8.03694  35.16329
H  -16.61961  -5.71689  36.09272
H  -17.26897  -5.28030  34.54295
H  -18.06022  -4.67762  36.04602
H  -21.29388  -4.15550  36.34949
H  -20.65320  -5.44507  35.29256
H  -21.99107  -5.63640  36.47907
H  -19.15986  -4.59109  39.06399
H  -20.70310  -5.56636  39.25560
H  -20.64280  -3.96520  38.52666
O  -9.71797  -3.26784  28.01296
P  -10.22005  -1.94800  27.52551
N  -9.92398  -1.54908  25.86649
C  -8.49222  -1.26583  25.56479
C  -10.83180  -1.98472  24.74915
N  -9.62380  -0.61574  28.52731
C  -10.07567  0.78979  28.32046
C  -9.07687  -0.84498  29.90339
N  -11.95314  -1.64438  27.75321
C  -12.70901  -0.59761  27.10275
C  -12.59303  -2.33425  28.84460
H  -7.87007  -1.08264  26.44084
H  -8.44542  -0.37914  24.93258
H  -8.08840  -2.11123  25.00773
H  -10.68285  -1.30583  23.90950
H  -11.87432  -1.84369  25.03440
H  -10.60277  -3.01597  24.48050
H  -11.05291  0.92057  28.78523
H  -9.32323  1.39270  28.82881
H  -10.25915  1.13268  27.30220
H  -8.79916  0.08119  30.40657
H  -9.83524  -1.35245  30.49960
H  -8.29795  -1.60567  29.85110
H  -12.14852  -0.21194  26.25116
H  -13.69680  -0.96319  26.82220
H  -12.86622  0.23826  27.78444
H  -13.50837  -2.76039  28.43391
H  -12.77024  -1.66490  29.68643
H  -11.97839  -3.20502  29.07281
O  -21.56363  -12.28952  28.18750
P  -20.68548  -12.32178  26.97444
N  -18.97686  -12.49791  27.28065
C  -18.28361  -11.32401  27.87239
C  -18.52261  -13.78701  27.88957
N  -20.94948  -10.91388  25.98449
C  -22.32513  -10.33572  25.88678
C  -20.07589  -10.59110  24.81920
N  -20.99278  -13.62554  25.93186
C  -22.39297  -14.05915  25.53618
C  -19.97968  -14.03501  24.88216
H  -18.11988  -10.52529  27.14897
H  -17.28373  -11.66626  28.13924
H  -18.69324  -10.89597  28.78732
H  -18.69350  -13.64192  28.95626
H  -17.50937  -14.07718  27.61160
H  -19.12781  -14.61438  27.51904
H  -22.36281  -9.25551  25.74596
H  -22.94178  -10.75898  25.09389
H  -22.75756  -10.54514  26.86518
H  -19.03005  -10.85926  24.96888
H  -20.29441  -11.15363  23.91150
H  -20.15423  -9.57236  24.43955
H  -22.37841  -15.14152  25.66412
H  -23.05926  -13.69315  26.31733
H  -22.48422  -13.81308  24.47824
H  -20.08846  -13.37076  24.02482
H  -20.14294  -15.07791  24.61050
H  -18.97255  -14.10866  25.29247
O  -15.46650  -15.70368  32.55690
P  -14.37446  -15.38386  31.59224
N  -12.93490  -15.51107  32.44854
C  -12.78450  -14.77679  33.70079
C  -11.65391  -15.82220  31.80688
N  -14.31673  -13.84691  30.70648
C  -15.48977  -13.43327  29.90367
C  -13.16579  -13.00789  30.59443
N  -14.18203  -16.51305  30.30259
C  -13.40321  -16.25381  29.08309
C  -15.06157  -17.70540  30.22322
H  -11.74507  -14.87940  34.01245
H  -13.36460  -15.26044  34.48671
H  -13.05063  -13.71989  33.71627
H  -11.71204  -16.72388  31.19721
H  -11.10793  -16.19652  32.67284
H  -11.20139  -14.95084  31.33354
H  -16.32941  -14.05802  30.20830
H  -15.75468  -12.37843  29.97609
H  -15.34914  -13.63664  28.84208
H  -12.55795  -12.75822  31.46407
H  -12.38793  -13.35205  29.91282
H  -13.54306  -12.03821  30.26963
H  -12.33853  -16.28959  29.31389
H  -13.51148  -17.03056  28.32610
H  -13.68937  -15.25070  28.76692
H  -14.56456  -18.48900  29.65136
H  -16.13246  -17.61116  30.04319
H  -15.06917  -18.22896  31.17922
O  -15.65190  -2.01243  26.60147
P  -16.02841  -3.28157  25.95836
N  -14.75164  -4.36821  25.50874
C  -14.91418  -5.56656  24.75312
C  -13.42535  -4.45484  26.25725
N  -16.87776  -3.04104  24.51634
C  -16.04503  -2.71100  23.33568
C  -18.25225  -2.49148  24.50561
N  -17.06378  -4.26336  26.99137
C  -17.50400  -5.67368  26.63940
C  -17.81587  -3.56170  28.07640
H  -15.85448  -5.48805  24.20744
H  -15.06919  -6.43520  25.39308
H  -14.12349  -5.73687  24.02244
H  -12.86561  -5.31569  25.89155
H  -13.59015  -4.58834  27.32641
H  -12.76187  -3.60951  26.07470
H  -16.64594  -2.25710  22.54765
H  -15.26309  -2.01646  23.64274
H  -15.65426  -3.60642  22.85233
H  -18.24099  -1.44128  24.79726
H  -18.86998  -2.63817  23.61962
H  -18.77141  -3.06071  25.27668
H  -17.77566  -5.67313  25.58380
H  -16.72582  -6.41078  26.83750
H  -18.36266  -6.05779  27.19008
H  -17.28433  -2.80598  28.65473
H  -18.30883  -4.26307  28.74959
H  -18.67471  -3.06025  27.63028
O  -10.98751  -5.96321  33.70578
P  -10.85462  -4.63186  34.37899
N  -12.35461  -3.70035  34.61606
C  -13.37347  -4.08979  35.59414
C  -12.76156  -2.62496  33.64525
N  -9.80164  -3.50095  33.66041
C  -8.92841  -3.79935  32.52237
C  -9.51493  -2.17722  34.32622
N  -10.12524  -4.83110  35.87827
C  -10.19024  -3.76184  36.89207
C  -8.94857  -5.66297  35.95778
H  -14.30644  -4.28551  35.06560
H  -13.62172  -3.45647  36.44584
H  -12.95546  -4.98940  36.04587
H  -12.80700  -1.66719  34.16365
H  -13.77120  -2.78989  33.26907
H  -12.16356  -2.55107  32.73693
H  -8.74900  -4.87326  32.47096
H  -9.46191  -3.48830  31.62419
H  -7.97038  -3.29113  32.63192
H  -10.31540  -1.87586  35.00190
H  -8.60013  -2.29229  34.90759
H  -9.21299  -1.40915  33.61418
H  -9.24800  -3.21524  36.85304
H  -11.06334  -3.12651  36.74327
H  -10.22765  -4.22966  37.87587
H  -9.20065  -6.58925  35.44149
H  -8.83057  -6.07234  36.96107
H  -8.06479  -5.18986  35.52976
O  -22.26580  -6.31291  29.38374
P  -21.65205  -6.51011  30.74703
N  -22.79473  -6.74947  32.03274
C  -23.40060  -8.03835  32.23330
C  -23.53004  -5.62777  32.52692
N  -20.64732  -5.18647  31.24574
C  -20.10413  -4.88576  32.54879
C  -20.66989  -4.01746  30.42942
N  -20.62262  -7.82433  30.79536
C  -20.63601  -8.86700  29.76162
C  -19.86402  -8.20547  32.03857
H  -22.63733  -8.80973  32.33570
H  -24.06051  -8.34921  31.42336
H  -23.98204  -7.98775  33.15387
H  -23.01549  -4.73035  32.18345
H  -23.70215  -5.58643  33.60245
H  -24.42263  -5.66962  31.90271
H  -19.01770  -4.85462  32.63114
H  -20.54101  -3.97391  32.95591
H  -20.46384  -5.69772  33.18081
H  -19.88171  -3.31542  30.70148
H  -20.57208  -4.25153  29.36935
H  -21.62368  -3.50727  30.56383
H  -21.45167  -9.56564  29.94789
H  -20.89174  -8.46179  28.78259
H  -19.70801  -9.43359  29.83834
H  -19.29036  -7.34502  32.38302
H  -19.22934  -9.07753  31.88110
H  -20.54278  -8.48789  32.84331
O  -12.11323  -10.84783  38.52572
P  -11.79034  -9.79759  37.54173
N  -10.72023  -8.63079  38.29046
C  -9.29268  -8.88033  38.54463
C  -11.23035  -7.56557  39.05710
N  -13.16524  -8.95614  36.91695
C  -13.08350  -7.72969  36.18709
C  -14.35055  -9.77635  36.68040
N  -11.05657  -10.43566  36.13364
C  -10.19274  -9.62921  35.27952
C  -11.39066  -11.77569  35.69072
H  -9.24489  -9.91699  38.87807
H  -8.87728  -8.17272  39.26214
H  -8.61934  -8.79204  37.69203
H  -10.89719  -6.57817  38.73748
H  -11.16609  -7.77366  40.12512
H  -12.27304  -7.35022  38.82362
H  -12.31045  -7.02275  36.48831
H  -13.00143  -7.92706  35.11826
H  -14.03365  -7.22091  36.34978
H  -14.29422  -10.78604  37.08714
H  -15.19929  -9.21323  37.06853
H  -14.45119  -9.90149  35.60229
H  -10.30457  -9.90737  34.23157
H  -10.28326  -8.56129  35.47815
H  -9.16108  -9.91022  35.49124
H  -12.25274  -11.66414  35.03309
H  -11.66445  -12.42445  36.52274
H  -10.53579  -12.27466  35.23429
O  -7.38523  -11.86363  27.43386
P  -8.80348  -11.86759  27.02550
N  -9.73182  -10.48411  27.57448
C  -11.08044  -10.28929  27.17792
C  -9.38320  -9.82609  28.74861
N  -9.77260  -13.19761  27.72301
C  -9.21761  -14.18795  28.60432
C  -11.08642  -13.58100  27.23175
N  -9.03664  -11.82030  25.30900
C  -8.55108  -10.69541  24.57675
C  -8.89963  -13.13674  24.68756
H  -11.76812  -10.71386  27.90932
H  -11.33525  -10.74349  26.22039
H  -11.39312  -9.24925  27.08503
H  -9.89199  -10.28626  29.59564
H  -9.66879  -8.79767  28.52748
H  -8.29692  -9.90109  28.79857
H  -9.51898  -15.21909  28.41990
H  -8.13273  -14.23255  28.50868
H  -9.42806  -13.92402  29.64075
H  -11.50615  -14.50500  27.62943
H  -11.80378  -12.91099  27.70563
H  -11.19575  -13.50463  26.14993
H  -7.71585  -10.91902  23.91306
H  -9.33989  -10.42751  23.87383
H  -8.43503  -9.84165  25.24438
H  -9.14163  -13.12500  23.62483
H  -9.49033  -13.90584  25.18519
H  -7.86620  -13.48332  24.68788
O  -15.60346  -9.33813  23.88786
P  -14.76669  -10.57247  23.59056
N  -13.11248  -10.29646  23.18621
C  -12.43721  -9.05579  23.60219
C  -12.09930  -11.30659  22.70295
N  -15.39081  -11.31745  22.19437
C  -16.66276  -12.02791  22.32365
C  -15.12640  -10.64866  20.91177
N  -14.77249  -11.72884  24.86089
C  -15.36423  -11.40090  26.16427
C  -14.24520  -13.03360  24.74943
H  -12.61390  -8.93474  24.67093
H  -12.94171  -8.20085  23.15201
H  -11.38513  -9.05340  23.31720
H  -11.21344  -11.33912  23.33720
H  -11.68659  -11.15302  21.70585
H  -12.42617  -12.34634  22.71595
H  -16.83773  -12.40699  23.33051
H  -17.44883  -11.37500  21.94430
H  -16.54922  -12.93541  21.73063
H  -15.68497  -11.06140  20.07168
H  -15.45107  -9.61585  21.03823
H  -14.05849  -10.59015  20.70143
H  -15.91369  -10.45959  26.15387
H  -16.06406  -12.15257  26.52938
H  -14.62024  -11.03768  26.87325
H  -13.47200  -13.14336  25.50983
H  -13.92705  -13.19041  23.71875
H  -14.97467  -13.80531  24.99525
O  -14.61552  -9.54904  29.33529
P  -14.43865  -8.40595  30.25669
N  -13.20819  -7.32771  29.78977
C  -12.81599  -7.33888  28.36892
C  -12.88892  -6.09966  30.53395
N  -14.02688  -8.75293  31.85768
C  -12.64551  -9.26689  32.19385
C  -15.07752  -9.20095  32.72639
N  -15.84715  -7.50703  30.36800
C  -17.12851  -8.04128  29.87758
C  -15.98619  -6.24410  31.05578
H  -13.01256  -8.29781  27.88944
H  -11.77306  -7.03529  28.27814
H  -13.31148  -6.58550  27.75652
H  -11.85815  -5.84072  30.29195
H  -12.95085  -6.15898  31.62057
H  -13.51270  -5.27617  30.18632
H  -12.38445  -8.94685  33.20257
H  -12.70967  -10.34816  32.07206
H  -11.86374  -8.81883  31.58053
H  -14.65305  -9.88719  33.45919
H  -15.45399  -8.31511  33.23792
H  -15.84337  -9.68638  32.12147
H  -17.68001  -8.65879  30.58655
H  -17.71720  -7.16758  29.59792
H  -17.00362  -8.60676  28.95414
H  -16.93952  -6.24764  31.58423
H  -15.99997  -5.45053  30.30867
H  -15.17078  -6.09691  31.76398



Energy ordering: two at the bottom, the next structure 7.703 eV above.